Below is C2H3CuLiO2 as an isolated structure at a distorted geometry, with properties calculated with ωB97M-V/def2-TZVPD.

Structure (XYZ):
```
9
Properties=species:S:1:pos:R:3:forces:R:3:nbo_charge:R:1
O 0.5713 -1.9754 0.0218 -0.42 -1.73 1.74 -0.674
C 0.0810 -0.9298 -0.5522 -2.06 0.79 -0.50 0.200
C 0.5166 0.3486 0.0854 1.27 0.01 -0.20 -0.244
O -0.4933 1.2835 -0.0808 0.56 0.88 0.56 -1.123
H 1.4576 0.6417 -0.4322 -0.12 0.05 0.05 0.179
H 0.8102 0.1830 1.1451 -0.20 -0.03 -0.24 0.157
Li -0.7953 2.8735 0.5994 -0.24 -0.64 -0.37 0.871
Cu -2.0616 0.3026 -0.8234 -0.04 -0.26 -0.05 0.119
H -0.0864 -2.7276 0.0370 1.25 0.94 -0.99 0.516
```
Forces are in eV/Å.

## Properties
LUMO energy (alpha / beta): -0.664 / -0.588 eV
HOMO energy (alpha / beta): -4.5 / -7.5 eV
total charge: 0
HOMO-LUMO gap (alpha / beta): 3.8471 / 6.9118 eV
relative energy (zero: lowest compared OMol25 entry of this formula, charge and spin): 2.9 kcal/mol
spin multiplicity: 2
molar mass: 129.5 g/mol